The following is a DFT calculation (ωB97M-V/def2-TZVPD) of C6H10O as an isolated structure.

Atoms and positions in Å:
C: -0.4862 -2.3838 0.1891
C: -0.2159 -0.9201 0.2242
O: -0.4999 -0.1548 1.2564
C: -0.5105 1.0499 0.4463
C: 0.7854 1.8435 0.6801
C: 1.4518 0.9211 -0.3369
C: 0.1263 0.1209 -0.7010
H: 0.3064 -2.9245 0.7235
H: -1.4380 -2.6451 0.6625
H: -0.4932 -2.7480 -0.8420
H: -2.8683 0.5257 -1.0971
H: -2.3966 0.8547 -0.6089
H: 1.2014 1.8367 1.6894
H: 0.6728 2.8779 0.3449
H: 1.8269 1.4224 -1.2308
H: 2.2407 0.2747 0.0517
H: -0.1495 0.0609 -1.7515

Forces on the atoms, in the same order (eV/Å):
-0.013 -0.008 -0.017
0.074 -0.033 -0.010
0.111 -0.132 0.006
0.033 0.331 0.118
0.075 0.110 0.071
0.246 0.034 -0.003
-0.093 -0.216 -0.277
-0.105 0.098 -0.060
0.106 0.142 -0.054
0.000 0.124 0.130
-0.075 -0.058 0.004
-0.140 -0.056 -0.087
-0.108 -0.095 -0.080
0.053 -0.164 0.065
-0.140 -0.055 0.120
-0.147 0.067 -0.068
0.123 -0.090 0.143

Output
* maximum force: 0.36 eV/A
* E_HOMO (spin up / spin down): -0.2664 / -0.2664 hartree
* DFT total energy: -8426.1266 eV
* ΔE to the lowest compared entry with this formula, charge and spin: 117.93 kcal per mole

The following is a DFT calculation (ωB97M-V/def2-TZVPD) of a 2-piece molecular cluster, CHNO3 overall at a distorted geometry.

Atoms and positions in Å:
C: -0.7721 0.6232 -0.3817
O: -1.2547 1.6812 -0.8288
O: 0.4502 0.4619 -0.0395
N: 0.9494 -1.3594 0.6549
O: 2.0530 -1.1334 0.8515
H: -1.4258 -0.2735 -0.2563

Forces on the atoms, in the same order (eV/Å):
-2.588 1.926 -1.223
1.230 -2.211 0.987
1.284 -1.647 0.827
4.423 3.244 0.052
-4.580 -1.533 -0.629
0.232 0.221 -0.014

Output
* maximum force: 5.49 eV/A
* E_HOMO (spin up / spin down): -0.3620 / -0.3590 hartree
* DFT total energy: -8681.7903 eV
* ΔE to the lowest compared entry with this formula, charge and spin: 43.68 kcal per mole

Which formula does entry 2 have?
CHNO3

ΔE to the lowest compared entry with this formula, charge and spin of number 2 (CHNO3)?
43.68 kcal per mole

Which of these has the lowest ΔE to the lowest compared entry with this formula, charge and spin?
CHNO3